Entry 1:
{"formula": "C22H29Br2N10O5SW", "method": "ωB97M-V/def2-TZVPD", "e_lumo_ev": [-3.97, -4.35], "homo_energy_ev": [-10.82, -10.91], "largest_force_ev_per_a": 0.71, "multiplicity": 3, "total_charge": 1, "total_energy_ev": -201165.6826, "species": ["W", "N", "C", "C", "N", "H", "H", "H", "H", "H", "H", "H", "H", "Br", "C", "C", "C", "Br", "C", "C", "C", "C", "N", "C", "C", "O", "H", "H", "H", "H", "N", "C", "O", "C", "C", "N", "C", "N", "H", "H", "C", "N", "C", "N", "C", "N", "C", "N", "C", "C", "H", "H", "H", "H", "H", "H", "H", "H", "H", "H", "H", "H", "C", "S", "O", "O", "O", "H", "H", "H"], "positions_angstrom": [[0.7255, -0.3213, 0.1927], [1.6652, -0.1935, 2.3908], [2.8631, 0.6758, 2.5320], [2.5927, 1.9182, 1.7356], [2.2024, 1.4393, 0.4014], [1.0123, 0.0294, 3.1312], [1.9400, -1.1639, 2.5452], [3.7138, 0.1301, 2.1265], [3.0691, 0.8943, 3.5786], [3.4586, 2.5777, 1.6915], [1.7624, 2.4788, 2.1692], [2.9893, 0.9098, 0.0117], [2.0855, 2.2005, -0.2709], [-1.0409, -4.2843, -2.4706], [-1.5260, -3.7384, -0.7423], [-2.3617, -4.5633, 0.0461], [-2.7323, -4.1883, 1.3016], [-3.8759, -5.2966, 2.3049], [-2.2651, -2.9652, 1.8481], [-2.6008, -2.4484, 3.1143], [-2.0996, -1.2377, 3.5055], [-1.2062, -0.5622, 2.6672], [-0.8358, -1.0254, 1.4875], [-1.4099, -2.1851, 1.0494], [-1.0677, -2.5417, -0.2686], [-0.3151, -1.6766, -0.9334], [-2.7172, -5.4986, -0.3637], [-3.2677, -3.0042, 3.7608], [-2.3604, -0.7995, 4.4582], [-0.8008, 0.3896, 2.9740], [0.9126, -1.1468, -3.4586], [1.4502, -0.0672, -2.8897], [1.2154, 0.1868, -1.6343], [2.2339, 0.8573, -3.5586], [2.7352, 1.9540, -2.8006], [3.0569, 2.7971, -2.0810], [2.5098, 0.6682, -4.9426], [2.6397, 0.4321, -6.0628], [0.3365, -1.7616, -2.9032], [1.0973, -1.3463, -4.4284], [-2.2072, 0.8683, -0.3426], [-0.7943, 1.4098, -0.2601], [-0.7874, 2.4505, 0.8217], [-1.7712, 3.4858, 0.6180], [-3.1022, 2.8713, 0.5379], [-3.1867, 1.9060, -0.5626], [-2.8815, 2.6023, -1.8166], [-1.5473, 3.1965, -1.7723], [-0.5708, 2.1523, -1.5701], [-1.4857, 4.1479, -0.6639], [-2.4418, 0.3723, 0.5935], [-2.2251, 0.1404, -1.1533], [0.2035, 2.8975, 0.8476], [-0.9834, 1.9516, 1.7708], [-3.8431, 3.6543, 0.3843], [-3.3226, 2.3640, 1.4799], [-3.6202, 3.3865, -1.9763], [-2.9347, 1.8952, -2.6453], [0.4277, 2.5771, -1.5541], [-0.6435, 1.4302, -2.3763], [-2.2189, 4.9372, -0.8237], [-0.4911, 4.5948, -0.6273], [3.2558, -3.7225, -0.5231], [2.9835, -2.3110, 0.4627], [1.5099, -2.3158, 0.8205], [3.8220, -2.3688, 1.6285], [3.1334, -1.1208, -0.3820], [3.1131, -4.6007, 0.1036], [4.2805, -3.6686, -0.8864], [2.5451, -3.7061, -1.3476]]}



Entry 2:
{"formula": "C9H7NO2", "method": "ωB97M-V/def2-TZVPD", "e_lumo_ev": -0.27, "homo_energy_ev": -9.89, "largest_force_ev_per_a": 2.32, "total_charge": 0, "total_energy_ev": -15032.1944, "smiles": "CN1C(=O)c2ccccc2C1=O", "species": ["C", "N", "C", "O", "C", "C", "C", "C", "C", "C", "C", "O", "H", "H", "H", "H", "H", "H", "H"], "positions_angstrom": [[-3.2052, 0.0279, 0.0281], [-1.7803, -0.0117, 0.0943], [-0.9618, -1.1863, -0.0275], [-1.4468, -2.2643, 0.0072], [0.4580, -0.7419, -0.1398], [1.6264, -1.4615, -0.0710], [2.8019, -0.7010, 0.0488], [2.7650, 0.6754, 0.0770], [1.5757, 1.4206, -0.0296], [0.4137, 0.6364, -0.0709], [-0.9719, 1.1095, -0.0220], [-1.2925, 2.2942, -0.0858], [-3.5591, -0.9291, -0.4491], [-3.5522, 0.1299, 1.1102], [-3.5912, 0.9050, -0.5222], [1.6781, -2.5029, -0.1983], [3.7983, -1.1525, 0.0149], [3.6854, 1.2313, 0.2476], [1.5584, 2.5209, -0.0120]]}



Entry 3:
{"formula": "C61H66F8NO6S2", "method": "ωB97M-V/def2-TZVPD", "e_lumo_ev": 1.97, "homo_energy_ev": -5.72, "largest_force_ev_per_a": 5.22, "total_charge": -1, "total_energy_ev": -121510.2667, "species": ["C", "C", "C", "C", "C", "C", "C", "C", "C", "S", "O", "O", "N", "S", "O", "O", "C", "C", "C", "C", "O", "O", "H", "H", "H", "H", "H", "H", "H", "H", "H", "H", "H", "H", "H", "H", "H", "H", "H", "H", "H", "H", "H", "H", "H", "H", "H", "H", "F", "C", "C", "C", "C", "C", "C", "H", "H", "H", "H", "H", "F", "C", "C", "C", "C", "C", "C", "H", "H", "H", "H", "H", "F", "C", "C", "C", "C", "C", "C", "H", "H", "H", "H", "H", "F", "C", "C", "C", "C", "C", "C", "H", "H", "H", "H", "H", "F", "C", "C", "C", "C", "C", "C", "H", "H", "H", "H", "H", "F", "C", "C", "C", "C", "C", "C", "H", "H", "H", "H", "H", "F", "C", "C", "C", "C", "C", "C", "H", "H", "H", "H", "H", "F", "C", "C", "C", "C", "C", "C", "H", "H", "H", "H", "H"], "positions_angstrom": [[1.4914, 2.6283, 0.0043], [2.6149, 1.6650, -0.6784], [2.0457, 0.1689, -0.6836], [2.6307, -0.6414, -1.9644], [1.4404, -1.2124, -2.8708], [1.1561, -2.7807, -2.6876], [0.7893, -3.2119, -1.1876], [-0.7738, -3.4154, -0.9076], [-1.6409, -2.0690, -0.9401], [-2.4058, -1.5944, 0.6755], [-2.3871, -2.6839, 1.7170], [-3.8714, -1.2956, 0.3745], [-1.6950, -0.1133, 1.1475], [-0.8555, -0.2580, 2.6292], [-0.3182, 1.1367, 2.9503], [-1.6942, -0.6782, 3.8043], [0.6707, -1.3263, 2.4526], [0.6525, -2.6270, 3.3719], [1.4435, -2.4943, 4.7525], [2.8623, -1.7936, 4.6440], [3.7895, -2.2269, 3.9376], [3.0408, -0.6020, 5.4284], [1.6039, 2.4784, 1.1373], [0.4341, 2.3111, -0.2931], [1.6815, 3.7156, -0.2874], [3.5580, 1.7842, -0.0516], [2.8377, 2.0893, -1.7106], [0.9021, 0.2181, -0.7879], [2.2461, -0.3874, 0.2981], [3.1599, 0.1585, -2.6032], [3.4304, -1.4019, -1.6935], [0.4734, -0.6299, -2.7598], [1.7762, -1.0756, -3.9650], [2.1124, -3.3706, -2.9741], [0.3250, -3.0777, -3.4085], [1.2794, -4.2386, -1.0103], [1.3064, -2.4923, -0.4729], [-0.8670, -3.9255, 0.1072], [-1.2054, -4.1508, -1.6736], [-2.5077, -2.2580, -1.6668], [-1.0310, -1.1881, -1.3238], [1.6020, -0.6834, 2.5332], [0.6420, -1.7003, 1.3636], [1.1194, -3.4795, 2.7834], [-0.4135, -2.9644, 3.6417], [1.6442, -3.5699, 5.1151], [0.8344, -1.9907, 5.5733], [2.9406, 0.1913, 4.8568], [2.9540, -6.9883, 2.4632], [3.9207, -6.7603, 3.3671], [4.6213, -5.5655, 3.3272], [5.6184, -5.3272, 4.2660], [5.9111, -6.2912, 5.2277], [5.2042, -7.4901, 5.2552], [4.1991, -7.7243, 4.3230], [4.3852, -4.8305, 2.5669], [6.1671, -4.3922, 4.2482], [6.6928, -6.1057, 5.9575], [5.4358, -8.2414, 6.0018], [3.6324, -8.6479, 4.3346], [0.7073, 3.8316, -4.3710], [0.6122, 5.0937, -3.9269], [-0.5502, 5.8112, -4.1608], [-0.6508, 7.1183, -3.6959], [0.4155, 7.6957, -3.0122], [1.5798, 6.9672, -2.7874], [1.6775, 5.6565, -3.2424], [-1.3669, 5.3474, -4.7020], [-1.5588, 7.6867, -3.8664], [0.3371, 8.7172, -2.6535], [2.4110, 7.4200, -2.2579], [2.5727, 5.0712, -3.0687], [-1.5730, -0.1313, -3.3861], [-2.8284, 0.3036, -3.6018], [-3.0310, 1.6225, -3.9726], [-4.3247, 2.0774, -4.2012], [-5.4025, 1.2101, -4.0461], [-5.1874, -0.1118, -3.6685], [-3.8928, -0.5702, -3.4502], [-2.1799, 2.2853, -4.0801], [-4.4920, 3.1064, -4.4989], [-6.4122, 1.5665, -4.2199], [-6.0282, -0.7855, -3.5437], [-3.7074, -1.5973, -3.1646], [-5.2302, 4.9753, -4.0425], [-5.3314, 6.2383, -3.5999], [-6.4954, 6.9523, -3.8334], [-6.5983, 8.2594, -3.3689], [-5.5320, 8.8396, -2.6859], [-4.3662, 8.1130, -2.4620], [-4.2673, 6.8027, -2.9167], [-7.3111, 6.4865, -4.3738], [-7.5074, 8.8255, -3.5391], [-5.6114, 9.8608, -2.3277], [-3.5350, 8.5673, -1.9333], [-3.3708, 6.2187, -2.7435], [-8.8246, 1.0948, -4.2615], [-9.4050, 1.4882, -3.1157], [-10.2126, 2.6141, -3.1139], [-10.8171, 3.0183, -1.9285], [-10.5981, 2.2982, -0.7569], [-9.7807, 1.1719, -0.7704], [-9.1849, 0.7607, -1.9574], [-10.3645, 3.1664, -4.0339], [-11.4573, 3.8936, -1.9170], [-11.0664, 2.6169, 0.1685], [-9.6075, 0.6146, 0.1435], [-8.5524, -0.1186, -1.9880], [3.1095, -4.8530, -2.2501], [3.0212, -5.9435, -3.0276], [3.1572, -7.1984, -2.4557], [3.0606, -8.3288, -3.2599], [2.8399, -8.1910, -4.6279], [2.7099, -6.9253, -5.1916], [2.7953, -5.7945, -4.3867], [3.3367, -7.2854, -1.3905], [3.1579, -9.3159, -2.8216], [2.7690, -9.0736, -5.2552], [2.5419, -6.8194, -6.2578], [2.6876, -4.8017, -4.8070], [5.8626, -9.9657, 7.6393], [6.8289, -9.7366, 8.5425], [7.5294, -8.5412, 8.5021], [8.5267, -8.3028, 9.4413], [8.8196, -9.2662, 10.4031], [8.1128, -10.4646, 10.4304], [7.1078, -10.6997, 9.4986], [7.2933, -7.8065, 7.7413], [9.0757, -7.3679, 9.4237], [9.6010, -9.0810, 11.1327], [8.3448, -11.2158, 11.1776], [6.5414, -11.6233, 9.5105], [-1.7775, 10.7240, -1.6007], [-0.8316, 10.9396, -0.6709], [-0.1280, 12.1333, -0.6802], [0.8474, 12.3579, 0.2855], [1.1151, 11.3820, 1.2423], [0.4052, 10.1850, 1.2383], [-0.5776, 9.9646, 0.2798], [-0.3446, 12.8774, -1.4377], [1.3989, 13.2916, 0.2924], [1.8793, 11.5564, 1.9926], [0.6173, 9.4241, 1.9812], [-1.1461, 9.0421, 0.2671]]}



Entry 4:
{"formula": "C27H29N4", "method": "ωB97M-V/def2-TZVPD", "e_lumo_ev": -2.05, "homo_energy_ev": -10.80, "largest_force_ev_per_a": 1.69, "total_charge": 1, "total_energy_ev": -34423.4500, "smiles": "Cc1ccc([C@@H](c2ccccc2)[N@H+]2CCC[C@H]2Cn2cc(-c3ccccc3)nn2)cc1", "species": ["C", "C", "C", "C", "C", "C", "C", "C", "C", "C", "C", "C", "N", "C", "C", "C", "C", "C", "N", "C", "C", "C", "C", "C", "C", "C", "C", "N", "N", "C", "C", "H", "H", "H", "H", "H", "H", "H", "H", "H", "H", "H", "H", "H", "H", "H", "H", "H", "H", "H", "H", "H", "H", "H", "H", "H", "H", "H", "H", "H"], "positions_angstrom": [[-10.0087, -0.2317, 0.6273], [-8.5809, 0.2309, 0.6367], [-7.5231, -0.6471, 0.3686], [-6.2032, -0.1995, 0.3953], [-5.9073, 1.1015, 0.8385], [-4.4680, 1.4814, 1.1389], [-4.1456, 2.9753, 1.3120], [-3.0705, 3.5198, 0.5916], [-2.5877, 4.7960, 0.9032], [-3.1945, 5.5517, 1.9177], [-4.3301, 5.0535, 2.5616], [-4.7864, 3.7603, 2.2809], [-3.9908, 0.8578, 2.4137], [-5.0618, 0.8559, 3.5123], [-5.6394, -0.5615, 3.5074], [-4.6825, -1.4672, 2.6991], [-3.4903, -0.5780, 2.4446], [-2.5105, -0.8827, 1.3294], [-1.2360, -0.2670, 1.6967], [0.0276, -0.7471, 1.5958], [0.8207, 0.1490, 2.3018], [2.2249, 0.0718, 2.6483], [2.9538, -1.1423, 2.5515], [4.2663, -1.2095, 3.0145], [4.8890, -0.0719, 3.5513], [4.1879, 1.1467, 3.6097], [2.8651, 1.2135, 3.1768], [0.0071, 1.1466, 2.7789], [-1.2250, 0.8721, 2.4567], [-6.9609, 2.0169, 0.9417], [-8.2817, 1.5711, 0.8921], [-10.6063, 0.4046, 1.2866], [-10.4691, -0.1964, -0.3697], [-10.0837, -1.2602, 0.9901], [-7.7374, -1.6976, 0.1401], [-5.3891, -0.8580, 0.0647], [-3.8450, 1.0759, 0.3344], [-2.5972, 2.9286, -0.1976], [-1.7282, 5.1980, 0.3646], [-2.7937, 6.5249, 2.2001], [-4.8704, 5.6513, 3.2991], [-5.6545, 3.3873, 2.8274], [-3.1314, 1.3715, 2.7064], [-5.8028, 1.6350, 3.3410], [-4.5452, 1.0767, 4.4550], [-6.6489, -0.5839, 3.0799], [-5.7040, -0.9316, 4.5371], [-5.1115, -1.8651, 1.7699], [-4.3598, -2.3315, 3.2928], [-2.9239, -0.5850, 3.3889], [-2.8362, -0.5233, 0.3347], [-2.3242, -1.9615, 1.2403], [0.3009, -1.6657, 1.1088], [2.4582, -2.0193, 2.1301], [4.8108, -2.1557, 2.9559], [5.9190, -0.1318, 3.9179], [4.6753, 2.0425, 3.9959], [2.2952, 2.1424, 3.2425], [-6.7569, 3.0765, 1.0734], [-9.0982, 2.2738, 1.0602]]}